Below is a structure of composition C25H39NO5P2PdS in a non-equilibrium geometry, with properties calculated with wB97M-V/def2-TZVPD.

Properties
LUMO = -1.116 eV
ΔE to the lowest compared entry with this formula, charge and spin = 263.00 kJ/mol
frontier orbital gap = 5.630 eV
DFT total energy = -2615.68226 hartree

Structure (ORCA input):
```
! RIJCOSX wB97M-V def2-TZVPD def2/J DEFGRID3
* xyz 0 1
Pd -0.498 -0.251 0.798
C 1.020 3.690 -0.314
C 0.685 3.417 1.151
C -0.704 3.963 1.504
P 0.783 1.635 1.520
C 0.704 1.595 3.391
C 1.836 0.843 4.091
C -0.639 1.023 3.849
C 2.422 1.123 1.015
C 3.562 1.679 1.606
C 4.825 1.203 1.327
C 4.935 0.108 0.466
C 3.830 -0.416 -0.171
C 2.546 0.143 0.005
N 1.449 -0.176 -0.759
C 1.631 -0.806 -1.977
C 2.647 -0.463 -2.898
C 2.756 -1.099 -4.116
C 1.860 -2.104 -4.498
C 0.829 -2.424 -3.641
C 0.710 -1.774 -2.407
P -0.619 -2.052 -1.273
C -1.419 -3.660 -1.637
C -0.530 -4.880 -1.414
C -2.744 -3.803 -0.860
C -1.864 -0.742 -1.903
C -2.483 -1.306 -3.176
C -1.226 0.614 -2.181
H 1.003 4.766 -0.505
H 0.284 3.219 -0.971
H 2.005 3.309 -0.583
H 1.439 3.872 1.801
H -1.473 3.456 0.916
H -0.755 5.032 1.285
H -0.948 3.830 2.560
H 0.732 2.648 3.687
H 1.876 -0.198 3.774
H 1.646 0.869 5.167
H 2.813 1.282 3.915
H -0.684 -0.049 3.657
H -1.482 1.490 3.344
H -0.760 1.175 4.925
H 3.453 2.493 2.316
H 5.696 1.636 1.798
H 5.907 -0.335 0.282
H 3.943 -1.266 -0.832
H 3.335 0.331 -2.638
H 3.556 -0.811 -4.789
H 1.966 -2.616 -5.445
H 0.119 -3.193 -3.926
H -1.651 -3.585 -2.698
H -0.317 -5.039 -0.360
H 0.423 -4.800 -1.938
H -1.061 -5.756 -1.791
H -2.586 -3.719 0.213
H -3.172 -4.786 -1.063
H -3.480 -3.050 -1.151
H -2.594 -0.636 -1.105
H -1.739 -1.497 -3.951
H -3.148 -0.519 -3.542
H -3.081 -2.199 -3.024
H -0.628 0.571 -3.095
H -0.601 0.985 -1.386
H -2.038 1.331 -2.323
O -1.270 -2.246 1.558
S 0.166 -2.662 1.485
O 0.490 -3.932 2.027
O 0.980 -1.510 1.924
O 0.412 -2.716 -0.101
C -3.114 0.397 1.397
O -2.106 0.701 0.451
H -3.186 1.143 2.193
H -2.988 -0.583 1.866
H -4.076 0.379 0.872
*
```

Atom charges from the Löwdin analysis, given in e for atoms 1 to 5: atom 1 (Pd): 0.7948, atom 2 (C): -0.0979, atom 3 (C): -0.5301, atom 4 (C): -0.1052, atom 5 (P): 1.0828

---

Below is a structure of composition C22H12N4NbO3S2 in a non-equilibrium geometry, with properties calculated with wB97M-V/def2-TZVPD.

Properties
LUMO = -5.771 eV
frontier orbital gap = 5.712 eV
DFT total energy = -2143.41825 hartree

Structure (ORCA input):
```
! RIJCOSX wB97M-V def2-TZVPD def2/J DEFGRID3
* xyz 1 1
Nb -0.085 0.407 0.066
O 3.593 -3.129 2.202
C 2.341 -3.637 2.403
C 2.263 -4.919 2.947
C 1.020 -5.413 3.339
C -0.113 -4.569 3.391
C -0.066 -3.331 2.868
C 1.173 -2.856 2.229
C 1.209 -1.509 1.662
O 0.141 -0.731 1.680
N 2.335 -1.061 1.100
N 2.104 0.102 0.380
C 3.116 0.646 -0.318
C 3.029 1.677 -1.256
C 4.244 2.238 -1.766
C 4.203 3.098 -2.881
C 2.965 3.435 -3.420
C 1.749 3.008 -2.869
C 1.783 2.083 -1.802
O 0.619 1.364 -1.471
H 3.419 -2.250 1.780
H 3.162 -5.497 3.093
H 0.924 -6.373 3.802
H -1.052 -4.928 3.881
H -0.976 -2.698 2.804
H 4.153 0.248 -0.082
H 5.205 1.849 -1.414
H 5.106 3.520 -3.347
H 2.876 4.011 -4.332
H 0.734 3.278 -3.114
S -1.772 -0.790 -1.081
C -2.983 0.421 -0.644
C -4.332 0.114 -0.883
C -5.263 1.127 -1.002
C -6.598 0.864 -1.340
N -7.657 0.436 -1.586
C -4.919 2.465 -0.765
C -3.581 2.742 -0.452
C -2.707 1.706 -0.151
S -1.345 2.102 0.919
C -5.787 3.491 -1.338
N -6.418 4.364 -1.783
H -4.650 -0.922 -1.023
H -3.162 3.813 -0.424
*
```

Atom charges from the Löwdin analysis, given in e for atoms 1 to 5: atom 1 (Nb): 1.4604, atom 2 (O): 0.0704, atom 3 (C): -0.2442, atom 4 (C): 0.0129, atom 5 (C): -0.0282

---

Below is an isolated molecule of C3H2N2O2 in a non-equilibrium geometry, with properties calculated with wB97M-V/def2-TZVPD.

Properties
LUMO = -0.044 eV
ΔE to the lowest compared entry with this formula, charge and spin = 220.40 kJ/mol
frontier orbital gap = 8.780 eV
DFT total energy = -375.42758 hartree

Structure (ORCA input):
```
! RIJCOSX wB97M-V def2-TZVPD def2/J DEFGRID3
* xyz 0 1
C 0.722 -0.680 0.060
C 0.636 0.856 0.008
C -1.339 -0.213 0.007
N 1.525 -1.595 0.002
N -0.658 1.041 -0.015
O 1.432 1.749 -0.057
O -2.469 -0.514 -0.018
H 1.199 -2.543 -0.051
H -1.047 1.898 0.064
*
```

Atom charges from the Löwdin analysis, given in e for atoms 1 to 5: atom 1 (C): -0.0477, atom 2 (C): -0.4922, atom 3 (C): -0.2237, atom 4 (N): 0.1789, atom 5 (N): 0.1416

---

Below is a cluster of 2 separate species, C4H13N2 in total in a non-equilibrium geometry, with properties calculated with wB97M-V/def2-TZVPD.

Properties
LUMO = -7.608 eV
ΔE to the lowest compared entry with this formula, charge and spin = 503.42 kJ/mol
frontier orbital gap = 7.665 eV
DFT total energy = -269.30895 hartree

Structure (ORCA input):
```
! RIJCOSX wB97M-V def2-TZVPD def2/J DEFGRID3
* xyz 1 1
C 1.101 0.255 -1.493
N 2.241 -0.476 -1.560
C 0.593 0.308 0.110
N -0.572 0.859 0.144
C -3.349 0.300 1.928
C 0.416 -1.150 0.623
H 0.326 -0.090 -2.167
H 1.204 1.303 -1.758
H 3.122 -0.112 -1.239
H 2.303 -1.173 -2.286
H 1.357 0.843 0.675
H -0.519 1.856 0.406
H -4.112 0.193 1.161
H -3.572 1.177 2.515
H -2.376 0.367 1.457
H -3.407 -0.569 2.571
H 1.292 -1.769 0.445
H -0.388 -1.635 0.075
H 0.098 -1.080 1.640
*
```

Atom charges from the Löwdin analysis, given in e for atoms 1 to 5: atom 1 (C): -0.1224, atom 2 (N): 0.1222, atom 3 (C): -0.4107, atom 4 (N): 0.2708, atom 5 (C): -0.0287